(1)
62
Properties=species:S:1:pos:R:3:mulliken_charge:R:1 method="wB97M-V/def2-TZVPD" homo_lumo_gap_ev=8.90 multiplicity=1 charge=0 lumo_ev=0.21 homo_ev=-8.7
O -7.058 -0.167 0.473 -0.62
O 1.097 -1.059 -2.924 -0.66
O -6.113 -2.081 1.158 -0.30
N 4.105 -1.947 1.090 -0.72
N 3.195 1.977 0.663 0.34
N 0.108 -0.088 -1.140 -0.11
C -1.021 0.442 -1.867 -1.27
C 0.752 4.355 -0.567 -0.52
C -0.624 4.428 -0.710 -0.76
C 3.375 -2.893 0.469 -0.27
C 2.990 -0.259 -0.188 0.74
C 1.847 -4.910 -0.708 -0.80
C 2.814 3.367 0.505 -1.06
C -7.350 -2.447 1.750 -0.66
C -6.095 -0.893 0.533 0.58
C 4.696 0.314 1.595 -0.67
C 1.598 -3.608 -1.044 -0.78
C -3.426 0.931 -1.354 -0.40
C 1.101 -0.787 -1.743 0.13
C 3.607 -4.246 0.792 -0.56
C -2.479 -1.109 -0.522 -0.34
C -2.333 0.079 -1.231 1.10
C -0.888 2.716 0.943 -0.35
C -1.446 3.608 0.042 -0.45
C 1.319 3.470 0.338 0.37
C -4.777 -0.584 -0.066 0.44
C 2.361 -2.570 -0.474 1.23
C 2.936 1.199 -0.530 -0.82
C 3.924 -0.690 0.786 0.49
C -3.687 -1.442 0.057 -1.00
C 0.485 2.653 1.094 -0.11
C 4.560 1.750 1.086 -0.96
C 2.178 -1.198 -0.782 -0.11
C 2.856 -5.230 0.213 -0.52
C -4.636 0.605 -0.780 -1.15
H -7.196 -3.426 2.197 0.23
H 4.308 0.254 2.616 0.27
H -2.519 3.662 -0.069 0.48
H 1.389 4.992 -1.164 0.37
H -3.796 -2.365 0.604 0.46
H 0.178 0.142 -0.160 0.42
H -3.320 1.852 -1.910 0.51
H 3.323 3.850 -0.348 0.32
H -0.957 0.015 -2.875 0.48
H -8.135 -2.491 0.992 0.29
H 4.805 2.445 1.893 0.40
H 5.272 1.927 0.259 0.40
H 0.933 1.964 1.796 0.40
H -7.639 -1.718 2.510 0.30
H 1.963 1.474 -0.939 0.46
H 3.035 -6.267 0.460 0.39
H 4.386 -4.467 1.504 0.47
H 0.834 -3.360 -1.767 0.50
H -5.492 1.258 -0.868 0.45
H -0.938 1.533 -1.949 0.16
H 3.109 3.900 1.416 0.41
H 3.691 1.404 -1.318 0.13
H 5.745 0.017 1.635 0.38
H 1.266 -5.704 -1.155 0.41
H -1.052 5.125 -1.416 0.40
H -1.637 -1.780 -0.431 0.57
H -1.529 2.072 1.528 0.43

(2)
65
Properties=species:S:1:pos:R:3:mulliken_charge:R:1 method="wB97M-V/def2-TZVPD" homo_lumo_gap_ev=6.13 multiplicity=1 charge=+1 lumo_ev=-4.21 homo_ev=-10.3
Pt 1.292 0.084 -1.074 1.22
S -0.411 -2.346 -2.655 1.26
Si 0.974 1.589 0.760 -0.16
O -0.460 -1.292 -3.619 -0.72
O 0.319 -3.549 -2.898 -0.71
N 0.279 -1.612 -1.306 -0.34
N 1.525 -1.477 0.517 -0.20
N -5.895 -3.637 -0.938 -0.50
N 0.284 -3.484 0.168 -0.35
C -0.220 1.211 3.318 -0.47
C 3.635 1.036 -0.231 0.82
C -4.287 -2.039 -1.745 -0.92
C -2.948 2.116 -0.363 -0.91
C 2.188 1.119 3.222 -0.55
C -0.565 3.475 -0.779 -0.59
C 0.958 1.253 2.562 1.09
C 0.722 -3.911 1.346 -0.25
C -0.567 2.340 0.036 1.20
C 2.624 1.995 -0.012 0.80
C -1.738 3.942 -1.350 -0.82
C -2.030 -2.736 -2.140 -0.36
C -2.344 -4.031 -1.746 -0.32
C 2.874 3.329 -0.409 -0.82
C 1.041 1.125 -2.804 -1.42
C -4.624 -3.343 -1.347 1.11
C -1.779 1.661 0.223 0.02
C 0.690 -2.282 -0.197 0.46
C 1.060 0.856 5.321 -0.54
C 4.058 3.670 -1.020 -0.84
C 4.815 1.387 -0.889 -1.15
C -3.002 -1.740 -2.141 -0.24
C -3.630 -4.332 -1.354 -0.77
C 1.909 -1.906 1.715 0.04
C 2.239 0.920 4.591 -0.58
C -2.932 3.266 -1.141 -0.57
C -0.166 1.008 4.687 -0.70
C 1.533 -3.150 2.180 -1.08
C 5.019 2.690 -1.287 -0.59
H 0.398 -4.901 1.645 0.44
H -1.575 -4.791 -1.757 0.48
H -1.180 1.357 2.847 0.35
H -5.050 -1.270 -1.757 0.29
H -3.881 -5.343 -1.057 0.30
H 3.114 1.194 2.661 0.38
H 0.356 3.995 -1.001 0.06
H -1.081 0.981 5.263 0.44
H 1.097 0.704 6.392 0.41
H 3.544 0.031 0.158 0.33
H 2.549 -1.254 2.296 0.50
H -6.168 -4.598 -0.843 0.21
H -6.633 -2.983 -1.124 0.21
H 4.246 4.700 -1.292 0.44
H 5.573 0.636 -1.063 0.47
H 1.129 0.442 -3.647 0.52
H 5.940 2.964 -1.784 0.43
H 1.880 1.829 -2.803 0.35
H -1.718 4.828 -1.971 0.44
H 0.098 1.659 -2.886 0.36
H -1.809 0.738 0.790 0.34
H -3.871 1.571 -0.218 0.44
H 2.145 4.104 -0.212 0.40
H -3.846 3.626 -1.595 0.41
H 1.858 -3.512 3.143 0.42
H -2.749 -0.742 -2.475 0.58
H 3.194 0.826 5.090 0.42

(3)
65
Properties=species:S:1:pos:R:3:mulliken_charge:R:1 method="wB97M-V/def2-TZVPD" homo_lumo_gap_ev=4.48 multiplicity=1 charge=0 lumo_ev=-1.22 homo_ev=-5.7
Pt -1.687 0.097 -0.391 0.35
Si -0.292 3.084 -3.413 0.25
O 1.789 -3.089 4.934 -0.57
O 0.123 -3.085 6.298 -0.57
N 0.624 -2.889 5.212 0.94
N -0.997 2.809 -0.072 0.86
N -0.330 -0.297 1.113 -0.18
N -2.801 0.508 -2.047 0.06
N -2.784 -1.397 1.000 -0.19
C -3.567 -0.432 -2.891 -0.98
C -4.869 -4.181 -1.261 -0.54
C -3.077 -2.728 -1.959 -0.13
C -1.532 -2.849 4.166 -1.01
C -0.654 -1.178 2.089 0.35
C -1.496 2.479 -2.083 3.11
C -3.789 -2.917 3.120 -0.78
C -0.628 1.672 -1.029 -2.00
C -4.598 -2.523 2.090 -1.11
C -1.714 3.496 -0.983 -0.94
C -0.685 3.615 0.980 -0.48
C -2.000 -1.716 2.060 -0.34
C 1.134 3.946 -2.583 -1.04
C 1.522 -0.938 3.078 -0.62
C -5.356 -1.979 -2.081 -0.51
C -1.275 4.844 0.721 -0.68
C 0.255 1.590 -4.403 -1.11
C 0.878 0.240 1.089 0.02
C -2.447 -2.502 3.123 1.15
C -5.792 -3.197 -1.577 -0.58
C -0.259 -2.411 4.131 0.28
C -1.909 4.794 -0.555 -1.17
C 1.825 -0.055 2.073 -1.06
C -2.572 1.654 -2.594 -0.79
C 0.243 -1.530 3.105 0.64
C -1.180 4.292 -4.547 -1.18
C -4.048 -1.767 1.043 -0.58
C -4.000 -1.725 -2.265 0.33
C -3.514 -3.946 -1.462 -0.59
H -2.027 3.827 -5.058 0.33
H -1.558 5.143 -3.975 0.31
H -0.577 1.159 -4.967 0.29
H -6.851 -3.378 -1.444 0.40
H 1.040 1.844 -5.118 0.39
H -2.026 -2.562 -2.145 0.45
H -2.791 -4.719 -1.232 0.43
H -1.861 -3.477 4.983 0.47
H -0.136 3.277 1.844 0.44
H 1.051 0.921 0.254 0.47
H 2.248 -1.181 3.837 0.49
H -4.657 -1.469 0.202 0.90
H -2.422 5.598 -1.058 0.44
H -3.089 1.888 -3.530 0.51
H -1.275 5.686 1.396 0.41
H 0.639 0.829 -3.720 0.28
H 0.764 4.718 -1.904 0.31
H -0.508 4.682 -5.316 0.37
H -4.443 0.088 -3.285 0.63
H 2.794 0.422 2.027 0.46
H -5.641 -2.802 2.052 0.45
H -5.202 -5.136 -0.876 0.42
H -6.077 -1.211 -2.335 0.34
H 1.785 4.417 -3.323 0.42
H -2.929 -0.680 -3.744 0.31
H -4.165 -3.527 3.932 0.44
H 1.713 3.231 -1.998 0.24

(4)
69
Properties=species:S:1:pos:R:3:mulliken_charge:R:1 method="wB97M-V/def2-TZVPD" homo_lumo_gap_ev=8.21 multiplicity=1 charge=0 lumo_ev=-0.12 homo_ev=-8.3
S -4.178 2.875 -1.078 1.40
O -8.521 0.206 2.527 -0.41
O -4.817 2.177 -2.148 -0.60
O -4.101 4.304 -1.137 -0.74
O 2.823 -3.571 0.815 -0.39
O -6.102 -1.710 -0.784 -0.44
O 2.674 2.262 -0.490 -0.74
O 6.271 -0.894 0.320 -0.66
N 1.194 0.553 -0.142 0.00
N -4.989 2.568 0.389 -0.29
N -7.287 -0.775 0.864 -0.51
N 4.730 0.773 0.127 -0.16
N -5.493 0.394 -0.134 -0.14
C -1.170 0.324 -0.314 -1.08
C -0.194 2.519 -0.581 -0.59
C 8.130 1.014 1.302 -0.41
C 3.493 -1.241 -0.365 -0.72
C -0.043 1.152 -0.344 0.67
C -7.534 0.276 1.633 0.46
C -2.556 2.206 -0.772 -0.02
C 3.560 0.093 -0.199 0.34
C -6.812 1.466 1.527 -0.59
C -6.287 -0.657 0.000 0.24
C 2.438 1.078 -0.320 0.69
C 2.661 -4.833 1.416 -0.97
C 6.929 2.623 -0.021 -0.34
C -2.426 0.851 -0.530 0.13
C 2.381 -2.025 -0.887 -0.38
C 0.362 -3.646 -1.920 -0.73
C 9.024 3.215 0.995 -0.35
C 5.992 0.289 0.310 0.64
C 7.017 1.349 0.534 0.40
C 0.658 -2.441 -2.533 -0.90
C 1.073 -4.062 -0.806 -0.61
C -5.781 1.470 0.597 0.66
C 9.124 1.945 1.538 -0.55
C -9.242 -1.014 2.572 -0.69
C -5.123 -1.592 -1.806 -0.63
C 7.931 3.548 0.211 -0.76
C 1.666 -1.644 -2.021 0.34
C 2.087 -3.267 -0.285 0.73
C -1.457 3.041 -0.796 -0.84
H 2.857 -5.643 0.707 0.39
H -0.421 -4.276 -2.312 0.43
H -8.578 -1.843 2.824 0.30
H -5.122 -0.585 -2.229 0.28
H -9.705 -1.220 1.606 0.31
H 3.396 -4.870 2.218 0.25
H 6.100 2.895 -0.659 0.44
H 9.979 1.680 2.142 0.38
H -1.605 4.092 -0.984 0.51
H -7.057 2.320 2.133 0.43
H 1.161 -0.446 0.024 0.02
H -10.000 -0.882 3.341 0.26
H 0.833 -5.011 -0.353 0.43
H -1.046 -0.734 -0.130 0.41
H 1.659 -4.952 1.839 0.36
H 8.194 0.016 1.707 0.41
H -4.131 -1.818 -1.408 0.24
H 4.588 1.779 0.154 0.18
H 0.675 3.154 -0.603 0.55
H 7.861 4.533 -0.226 0.38
H 0.115 -2.127 -3.410 0.44
H -5.392 -2.330 -2.560 0.28
H -3.319 0.247 -0.512 0.20
H -5.244 3.409 0.883 0.27
H 4.379 -1.814 -0.123 0.59
H 1.921 -0.715 -2.510 0.47
H 9.800 3.944 1.175 0.38

(5)
64
Properties=species:S:1:pos:R:3:mulliken_charge:R:1 method="wB97M-V/def2-TZVPD" homo_lumo_gap_ev=7.71 multiplicity=1 charge=+2 lumo_ev=-6.39 homo_ev=-14.1
Sn 0.296 0.249 -0.524 0.98
S 2.228 0.889 -2.008 -0.34
O 2.198 0.043 0.810 -0.38
N -1.615 -0.932 -1.367 0.35
N 3.408 0.288 0.339 0.16
N -1.275 1.640 -1.929 0.02
N -0.894 -0.846 1.665 0.97
N 0.705 -2.085 -0.921 0.35
C -1.635 -2.259 -1.306 0.59
C -0.346 -2.905 -0.990 0.38
C -0.835 2.645 3.038 -0.98
C 2.164 -3.930 -0.584 -0.85
C -0.069 1.886 0.959 1.32
C 5.957 0.790 -0.553 -0.33
C -1.030 2.920 -2.195 0.00
C 1.929 -2.578 -0.761 0.09
C 5.739 0.384 0.762 -0.68
C -1.918 -1.882 1.524 -1.26
C -3.953 -2.264 -1.872 -1.09
C -3.346 3.451 -2.126 -0.65
C -1.470 0.305 2.367 -1.40
C 0.247 -1.378 2.425 -1.21
C -0.222 3.863 2.804 -0.85
C 4.457 0.135 1.176 -0.39
C 1.074 -4.785 -0.570 -0.73
C -3.910 -0.883 -1.942 -0.75
C -2.539 1.223 -1.818 0.61
C -2.038 3.860 -2.323 -0.88
C 3.588 0.677 -0.942 0.94
C 0.475 4.088 1.624 -0.86
C -2.705 -0.237 -1.682 0.52
C 4.880 0.921 -1.403 -0.90
C -2.802 -2.968 -1.559 -0.68
C 0.563 3.077 0.672 -0.79
C -0.195 -4.272 -0.801 -0.74
C -0.759 1.608 2.101 0.66
C -3.604 2.111 -1.878 -0.76
H 0.683 -2.219 1.885 0.26
H -4.791 -0.323 -2.215 0.43
H -4.620 1.780 -1.716 0.42
H 4.194 -0.181 2.174 0.50
H -1.040 -4.942 -0.824 0.43
H 0.966 5.033 1.435 0.47
H 1.208 -5.843 -0.391 0.47
H -2.371 -2.133 2.490 0.43
H -4.876 -2.794 -2.066 0.47
H 1.114 3.242 -0.245 0.41
H -1.798 4.888 -2.553 0.46
H 6.556 0.263 1.457 0.46
H -2.514 0.425 2.065 0.47
H 3.172 -4.293 -0.440 0.49
H -1.471 -2.787 1.116 0.32
H -4.161 4.161 -2.178 0.48
H -0.276 4.642 3.553 0.44
H 2.744 -1.866 -0.782 0.28
H 5.003 1.228 -2.431 0.47
H -0.065 -1.724 3.417 0.37
H -2.818 -4.046 -1.522 0.43
H -2.710 -1.545 0.854 0.31
H 6.955 1.005 -0.907 0.43
H 0.010 3.192 -2.323 0.50
H -1.380 2.467 3.958 0.51
H -1.469 0.127 3.449 0.48
H 1.008 -0.607 2.529 0.39

(6)
72
Properties=species:S:1:pos:R:3:mulliken_charge:R:1 method="wB97M-V/def2-TZVPD" homo_lumo_gap_ev="6.81 / 6.69" multiplicity=1 charge=-1 lumo_ev="1.79 / 1.83" homo_ev="-5.0 / -4.9"
Pt -0.217 0.367 0.618 1.58
O 3.471 0.197 2.590 -0.75
O 1.447 0.752 1.887 -0.65
O -0.080 -5.414 0.250 -0.69
O -5.806 -2.792 -0.451 -0.69
O -5.577 -3.263 2.940 -0.53
O -1.277 -3.874 1.116 -0.71
O 5.653 -3.535 0.452 -0.65
O 4.532 -5.262 -0.166 -0.66
O -0.103 -1.525 1.692 -1.04
N -1.501 -0.882 -0.788 0.10
N 4.598 -4.130 0.294 1.07
N -2.048 1.667 0.384 0.08
N 0.506 2.207 -0.352 0.07
N -4.232 -3.458 1.048 0.13
N -0.195 -4.292 0.730 0.90
C -3.350 1.692 0.660 -0.55
C 4.075 1.878 -1.264 -0.71
C -3.569 -2.063 -0.795 0.41
C -2.488 -1.494 -0.138 -0.68
C 2.138 0.530 -2.066 0.24
C 2.181 -4.124 0.533 0.00
C 1.551 1.073 -3.373 -1.44
C 2.414 -0.077 2.034 0.63
C 3.847 3.654 0.314 -0.45
C 2.474 3.452 0.388 1.00
C 3.412 -2.152 1.166 -0.52
C -2.631 -1.284 -2.845 -0.91
C -0.390 3.134 -0.485 0.00
C 3.378 -3.462 0.661 -0.67
C 0.972 -2.126 1.363 0.99
C 0.992 -3.498 0.882 -0.67
C 2.262 -1.495 1.486 0.39
C -1.738 2.881 -0.170 -0.05
C 1.527 5.725 0.992 -1.28
C 1.890 2.454 -0.413 -0.74
C -4.653 -2.785 -0.056 0.24
C -5.160 -4.133 1.897 -0.57
C -3.648 -1.941 -2.175 -0.48
C 2.712 1.634 -1.217 1.07
C -2.888 3.690 -0.234 -1.14
C -1.570 -0.781 -2.113 0.05
C 4.648 2.891 -0.511 -1.08
C 1.698 4.258 1.401 -0.97
C -3.919 2.926 0.293 -0.73
H -4.671 -5.014 2.318 0.34
H -6.469 -3.498 3.210 0.31
H -0.112 4.115 -0.868 0.47
H 1.002 5.813 0.039 0.29
H -2.391 -1.522 0.938 0.71
H -3.856 0.847 1.107 0.50
H 2.500 6.205 0.877 0.35
H -4.954 3.209 0.411 0.43
H 2.929 -0.188 -2.292 0.64
H 0.726 3.805 1.589 0.30
H 0.962 6.273 1.748 0.41
H 1.242 0.259 -4.033 0.39
H 5.718 3.053 -0.540 0.38
H 4.698 1.249 -1.890 0.42
H 1.369 -0.001 -1.500 -0.82
H -6.009 -4.432 1.282 0.36
H -4.490 -2.377 -2.697 0.50
H -2.650 -1.168 -3.920 0.45
H 2.298 1.672 -3.897 0.35
H -0.746 -0.274 -2.599 0.04
H 0.687 1.711 -3.177 0.30
H 4.359 -1.655 1.315 0.61
H 2.246 4.218 2.345 0.59
H -3.248 -3.489 1.266 0.19
H -2.934 4.699 -0.616 0.46
H 4.293 4.413 0.947 0.43
H 2.160 -5.142 0.179 0.66